(1)
Entry from OMol25: one molecule with the formula C7H8Br2O2 (ωB97M-V/def2-TZVPD).

Geometry as XYZ:
```
19
Properties=species:S:1:pos:R:3:forces:R:3:lowdin_charge:R:1
C -0.268 0.281 1.804 4.36 -2.40 -0.79 -0.0264
C -0.623 -0.600 0.616 -2.86 -1.06 0.37 -0.4246
C -2.136 -0.685 0.438 -0.12 -1.80 -1.62 -0.1206
C 0.015 -0.244 -0.671 1.93 3.67 -1.37 -0.6864
Br -0.800 -0.851 -2.272 -0.34 -0.05 -0.35 0.9066
O 0.095 1.497 -0.972 -0.85 -2.80 1.58 -0.0063
C 1.384 1.827 -1.149 -0.88 -0.34 -1.55 -0.5657
O 1.719 2.881 -1.600 0.21 1.05 0.43 0.1302
C 2.219 0.653 -1.106 -0.65 -3.63 1.10 0.0048
C 1.491 -0.472 -0.831 0.45 2.69 -0.62 -0.7806
Br 2.023 -2.207 -0.991 0.70 -1.06 0.21 0.8528
H -0.452 -0.206 2.737 -0.38 -0.58 0.49 0.0746
H -0.638 1.248 1.879 -0.71 1.74 -0.60 0.0657
H 0.896 0.256 1.708 -1.72 0.83 0.71 0.1220
H -0.379 -1.695 0.767 0.52 1.19 0.16 0.1555
H -2.616 0.173 0.112 -0.47 2.25 -0.68 0.0634
H -2.704 -0.984 1.258 -0.32 -0.50 2.13 0.0621
H -2.465 -1.433 -0.318 0.64 0.30 0.36 0.0538
H 3.238 0.563 -1.410 0.49 0.48 0.04 0.1190
```
Forces are in eV/Å.

HOMO energy in eV: -10.04
DFT total energy in eV: -151566.7451
LUMO level in eV: -0.25
ΔE to the lowest compared entry with this formula, charge and spin in kJ/mol: 67.2
SMILES: CC(C)[C@@]1(Br)OC(=O)C=C1Br
Orbital gap in eV: 9.789
Strongest force on any atom in eV/A: 5.04



(2)
Entry from OMol25: C7H8Br3FN3O as an isolated structure (ωB97M-V/def2-TZVPD).

Geometry as XYZ:
```
23
Properties=species:S:1:pos:R:3:forces:R:3:lowdin_charge:R:1
N 2.383 -0.993 1.768 0.00 0.07 -0.44 0.1277
C 2.639 -0.498 0.635 -0.04 -0.48 -0.12 -0.1832
C 1.986 -1.004 -0.691 0.94 1.28 0.43 -0.0362
N 0.523 -1.145 -0.446 2.36 -1.06 -1.02 -0.0363
N -0.075 -0.019 -0.111 -0.56 0.19 -0.10 0.2462
C -1.335 -0.117 0.133 -1.32 -0.25 0.33 -0.2766
F -1.960 0.990 0.464 0.27 -0.12 -0.09 0.1618
C -2.114 -1.324 0.097 0.95 -0.30 -0.34 0.1161
C -1.429 -2.459 -0.268 0.07 1.00 0.30 0.1012
C -0.019 -2.337 -0.548 -2.81 -1.01 0.82 -0.2597
O 0.639 -3.446 -0.896 0.82 0.77 -0.07 0.1367
H 1.701 -1.756 1.687 0.04 0.05 0.25 0.0490
H 3.377 0.314 0.575 -0.31 -0.29 -0.18 0.1206
H 2.442 -1.937 -1.036 -0.41 0.07 0.26 0.1319
H 2.165 -0.253 -1.477 -0.49 -0.25 0.25 0.1404
H -3.177 -1.332 0.338 0.32 0.17 -0.05 0.1494
H -1.923 -3.430 -0.311 0.30 0.23 -0.12 0.1491
H 0.762 -4.051 -0.147 -0.12 -0.03 -0.13 0.1654
C -1.297 4.840 0.069 0.00 0.02 0.04 -1.6590
Br -3.061 4.984 -0.699 0.14 -0.01 0.05 0.5663
Br 0.067 5.440 -1.157 -0.11 -0.04 0.08 0.5674
Br -1.180 5.744 1.767 -0.01 -0.06 -0.15 0.5812
H -1.116 3.791 0.255 -0.01 0.06 -0.01 -0.0593
```
Forces are in eV/Å.

HOMO energy in eV: -12.17
DFT total energy in eV: -226742.1921
LUMO level in eV: -5.47
Orbital gap in eV: 6.706
Strongest force on any atom in eV/A: 3.10
Charge: +1



(3)
Entry from OMol25: C7H8BrNO2S as an isolated structure (ωB97M-V/def2-TZVPD).

Geometry as XYZ:
```
20
Properties=species:S:1:pos:R:3:forces:R:3:lowdin_charge:R:1
C 2.574 -0.769 -0.990 -0.06 -0.91 -0.77 0.0740
C 1.262 -0.916 -0.802 -0.39 1.88 0.72 -0.3304
C 2.649 0.028 0.292 -0.02 -0.97 -2.59 -0.4357
C 0.393 0.911 0.834 -3.02 2.98 1.83 -0.1649
C -1.162 0.583 0.637 1.54 -0.57 -0.01 -0.4801
C -1.290 0.441 -0.829 0.13 -1.61 -1.67 -0.6686
C -1.723 -0.580 1.376 -2.82 -1.41 -0.78 -0.0961
N 1.254 -0.104 0.460 0.50 -2.07 0.86 -0.0369
O 3.560 0.603 0.752 0.52 1.23 1.74 0.1723
O -0.004 -1.333 -3.018 0.07 0.07 -1.44 -0.5119
S -0.235 -1.454 -1.599 -0.94 1.74 2.18 0.9473
Br -3.031 0.469 -1.716 0.61 -0.30 0.62 0.6697
H 3.275 -1.041 -1.764 -0.04 -0.20 0.19 0.1134
H 0.476 1.851 0.188 0.46 -0.75 0.95 0.1385
H 0.467 1.215 1.975 0.38 -0.66 -2.30 0.1714
H -1.725 1.449 0.977 0.13 0.46 -0.14 0.1382
H -0.763 1.241 -1.276 0.66 0.47 -1.02 0.0325
H -1.849 -0.326 2.435 0.42 -0.69 -0.11 0.0827
H -1.305 -1.594 1.108 0.04 1.19 0.80 0.0889
H -2.823 -0.674 0.960 1.84 0.13 0.93 0.0957
```
Forces are in eV/Å.

HOMO energy in eV: -9.16
DFT total energy in eV: -93846.9678
LUMO level in eV: -0.76
ΔE to the lowest compared entry with this formula, charge and spin in kJ/mol: 16.9
Orbital gap in eV: 8.400
Strongest force on any atom in eV/A: 4.62



(4)
Entry from OMol25: one molecule with the formula C7H8BrP (ωB97M-V/def2-TZVPD).

Geometry as XYZ:
```
17
Properties=species:S:1:pos:R:3:forces:R:3:lowdin_charge:R:1
P 0.533 2.943 -0.165 -0.43 -1.01 0.04 0.7868
C 1.210 1.231 0.320 0.23 0.56 1.17 -0.8826
Br 2.734 0.603 -0.873 -0.46 0.77 0.85 0.5637
C 0.193 0.126 0.168 0.25 -0.17 0.25 -0.4522
C 0.400 -1.031 0.873 -0.55 -0.58 1.15 -0.0725
C -0.444 -2.139 0.653 1.75 0.03 -0.75 -0.0563
C -1.269 -2.089 -0.451 -0.98 -0.19 -0.42 -0.1108
C -1.469 -0.951 -1.202 -0.82 0.63 -0.70 -0.0756
C -0.789 0.173 -0.803 1.16 1.49 -0.27 -0.0891
H -0.299 2.812 0.990 -0.06 0.42 -0.29 -0.0688
H 1.459 3.745 0.490 0.54 0.09 0.33 -0.1228
H 1.510 1.363 1.435 0.15 -0.72 -2.14 0.0892
H 1.188 -0.955 1.628 -0.23 -0.74 -0.12 0.1163
H -0.198 -3.118 1.053 -0.31 0.27 0.51 0.1050
H -1.868 -2.895 -0.827 0.11 -0.91 0.46 0.0975
H -2.166 -0.997 -2.085 0.85 0.32 1.11 0.1276
H -0.727 1.178 -1.203 -1.18 -0.27 -1.17 0.0448
```
Forces are in eV/Å.

HOMO energy in eV: -9.28
DFT total energy in eV: -86718.5880
LUMO level in eV: 0.49
ΔE to the lowest compared entry with this formula, charge and spin in kJ/mol: 93.6
SMILES: P[C@H](Br)c1ccccc1
Orbital gap in eV: 9.769
Strongest force on any atom in eV/A: 2.27



(5)
Entry from OMol25: a 2-piece molecular cluster, C7H8Cl5N5O3 overall (ωB97M-V/def2-TZVPD).

Geometry as XYZ:
```
28
Properties=species:S:1:pos:R:3:forces:R:3:lowdin_charge:R:1
N 2.574 0.020 1.145 0.13 -0.34 -0.59 0.1358
C 3.147 0.190 -0.155 -0.20 0.05 -0.15 -0.5041
O 3.935 1.056 -0.432 0.30 -0.16 0.15 0.0830
C 2.673 -0.797 -1.223 -0.18 0.51 0.04 -0.0908
C 1.138 -0.713 -1.532 1.44 -0.55 -0.70 -0.0807
N 0.463 0.421 -0.926 -0.43 -0.08 0.00 0.0503
C 0.489 1.761 -1.081 0.56 -0.08 -0.65 -0.4132
N 1.214 2.463 -1.973 0.20 0.34 -0.19 -0.3446
Cl 2.236 1.876 -3.168 -0.15 -0.05 0.05 0.7584
N -0.307 2.378 -0.237 -0.60 0.31 0.51 0.1697
C -0.885 1.378 0.465 0.77 1.59 -0.81 -0.0669
N -0.440 0.239 0.052 -0.59 -0.85 1.46 0.0645
C -0.956 -1.050 0.671 -0.64 -3.47 2.01 -0.7656
O -0.625 -1.294 1.827 0.91 1.82 -0.18 0.0236
O -1.690 -1.704 -0.036 -0.34 0.40 -2.12 0.0109
H 3.263 0.203 1.864 -0.02 0.36 -0.03 0.0972
H 1.811 0.683 1.228 -0.13 -0.20 0.41 0.0782
H 3.224 -0.557 -2.130 0.04 -0.02 0.08 0.0845
H 2.949 -1.807 -0.915 -0.20 0.06 0.10 0.1237
H 0.700 -1.671 -1.262 -0.66 0.50 0.40 0.1317
H 1.031 -0.626 -2.612 -0.14 0.03 0.08 0.1095
H 1.129 3.464 -1.922 0.04 0.02 -0.01 0.1088
H -1.601 1.523 1.253 -0.02 -0.22 0.06 0.1361
C -5.094 -1.491 2.219 0.06 -0.11 -0.05 -2.0394
Cl -3.887 -0.233 1.924 -0.14 0.04 0.09 0.5556
Cl -6.614 -1.042 1.428 0.02 0.01 0.03 0.5121
Cl -4.518 -3.021 1.568 -0.02 0.07 0.02 0.5535
Cl -5.362 -1.649 3.961 -0.01 0.03 -0.04 0.5182
```
Forces are in eV/Å.

HOMO energy in eV: -9.05
DFT total energy in eV: -83591.2626
LUMO level in eV: -0.11
Orbital gap in eV: 8.939
Strongest force on any atom in eV/A: 4.06



(6)
Entry from OMol25: C7H8ClF12O5SSi2 as an isolated structure (ωB97M-V/def2-TZVPD).

Geometry as XYZ:
```
36
Properties=species:S:1:pos:R:3:forces:R:3:lowdin_charge:R:1
C -0.299 0.042 4.073 0.57 0.97 1.65 -0.1509
O -1.649 -0.178 3.531 2.19 -1.42 -0.97 -0.2816
C -1.632 -1.218 2.455 -1.94 -0.43 0.09 -0.2617
Si -0.606 -0.649 0.913 -1.28 -1.25 -0.23 0.6704
O -0.403 -1.883 -0.322 2.95 0.62 2.50 -0.3552
Si 1.204 -2.600 -0.293 -1.33 1.24 -1.49 0.3445
Cl 2.809 -1.213 -0.006 -1.43 -1.25 0.01 0.3125
C 1.295 -4.106 0.937 -0.51 -0.32 0.15 -0.3086
F 0.397 -5.159 0.334 2.38 2.53 2.10 -0.0571
F 0.792 -3.683 2.271 1.44 -1.82 -3.20 -0.0475
C 2.821 -4.729 0.955 0.45 -0.12 0.81 -0.1091
F 3.324 -4.798 -0.448 -1.40 0.62 4.24 -0.0503
F 3.678 -3.834 1.817 -2.46 -2.63 -2.98 -0.0626
C -1.603 0.808 0.107 -1.95 2.42 -1.20 -0.2230
F -2.231 0.454 -1.203 1.62 1.14 3.87 -0.0192
F -2.677 1.292 1.044 2.79 -1.39 -2.73 -0.0372
C -0.617 2.131 -0.161 -0.08 1.64 -0.97 -0.1588
F -1.413 3.379 -0.437 3.25 -4.65 0.88 0.0388
F 0.217 2.424 1.056 -2.56 -1.03 -4.14 -0.0070
F 0.243 1.741 -1.325 -2.56 1.63 4.58 0.0229
H 0.368 -0.920 4.130 -1.36 1.64 -0.40 0.1004
H 0.294 0.927 3.549 -1.34 -1.98 0.78 0.0974
H -0.444 0.401 5.202 0.17 -0.81 -2.48 0.1092
H -1.344 -2.278 2.861 -0.36 1.97 -0.59 0.0981
H -2.769 -1.295 2.098 2.40 0.13 0.86 0.1249
H 0.633 -0.077 1.422 0.24 -0.08 -0.31 -0.0030
H 1.407 -3.192 -1.641 -0.09 0.19 0.49 0.0154
H 2.825 -5.816 1.413 0.35 2.36 -1.07 0.1872
C -1.064 3.521 -4.338 -0.89 -1.24 -0.07 -0.5727
F -0.957 2.735 -3.218 -0.04 0.95 -1.12 0.0556
F -0.718 2.714 -5.393 -0.10 0.84 0.81 0.0742
F -2.404 3.775 -4.488 1.19 0.04 0.12 0.0758
S -0.032 5.076 -4.239 1.61 2.49 0.17 0.4658
O 1.355 4.618 -4.082 -1.48 -0.43 -0.15 -0.3634
O -0.534 5.807 -3.068 -0.11 -1.29 -0.90 -0.3613
O -0.266 5.784 -5.505 -0.32 -1.26 0.87 -0.3630
```
Forces are in eV/Å.

HOMO energy in eV: -5.42
DFT total energy in eV: -89348.8127
LUMO level in eV: 1.42
Orbital gap in eV: 6.847
Strongest force on any atom in eV/A: 5.74
Charge: -1